C25H25N5 | ωB97M-V/def2-TZVPD

Geometry as XYZ:
```
55
C25H25N5 | the OMol25 dataset | ωB97M-V/def2-TZVPD
C 19.239 -2.063 -16.589
C 21.497 -3.720 -11.900
C 18.369 2.589 -18.402
C 18.968 3.982 -20.709
H 24.105 -1.017 -11.571
N 21.927 -8.072 -18.201
C 23.460 -2.955 -15.915
H 19.988 -0.862 -14.946
C 18.048 -2.344 -17.287
N 17.150 -0.263 -16.545
C 18.257 -0.061 -15.797
C 21.138 -2.489 -12.355
H 18.447 -6.443 -17.848
C 19.559 -8.313 -18.438
H 22.848 -3.481 -19.123
H 26.306 -4.643 -16.722
C 20.507 -6.157 -17.833
H 18.228 0.741 -15.073
H 25.239 -3.576 -14.857
H 21.018 -9.830 -18.903
C 18.520 1.857 -19.530
N 18.611 3.964 -18.324
H 20.069 -2.726 -16.784
C 22.004 -1.363 -12.148
C 20.818 -8.846 -18.504
C 19.383 -6.944 -18.045
C 19.306 -0.989 -15.774
H 20.515 -5.079 -17.782
C 24.620 -4.315 -18.106
C 18.886 2.611 -20.737
C 25.293 -4.291 -16.850
H 18.448 0.780 -19.527
H 19.080 4.460 -21.671
N 23.661 -2.945 -11.294
H 18.703 -8.928 -18.677
H 22.655 -6.185 -17.881
N 22.774 -3.057 -17.080
H 18.938 5.726 -19.342
C 23.372 -3.625 -18.190
H 18.952 2.147 -21.710
C 17.066 -1.448 -17.220
C 24.687 -3.595 -15.785
H 16.116 -1.629 -17.702
H 20.160 -2.462 -12.811
H 23.162 -4.950 -11.547
C 23.274 -1.702 -11.645
H 20.831 -4.569 -11.925
H 22.893 -2.530 -15.100
C 22.791 -3.939 -11.465
C 21.757 -6.785 -17.912
H 21.704 -0.350 -12.371
H 17.914 -3.230 -17.889
C 18.856 4.658 -19.482
H 25.109 -4.753 -18.964
H 18.353 2.123 -17.428
```

The total energy comes out at -33777.917 eV. For the LUMO energy, the calculation gives 0.0202 hartree. As for the total charge: 0. The orbital gap is 0.3689 Ha. The calculation puts the relative energy (zero: lowest compared OMol25 entry of this formula, charge and spin) at 102.8 kcal/mol. As for the SMILES: c1ccncc1.c1ccncc1.c1ccncc1.c1ccncc1.c1ccncc1.

C25H25N5 | ωB97M-V/def2-TZVPD

Geometry as XYZ:
```
55
C25H25N5 | the OMol25 dataset | ωB97M-V/def2-TZVPD
C 2.126 -0.677 6.128
H -2.143 6.174 -2.335
C 2.014 0.893 7.931
H 2.508 1.329 -1.349
H 1.783 -1.503 5.522
H 2.543 6.373 -0.938
C -1.362 -6.354 -0.684
N -0.193 6.867 -2.859
C 1.149 6.865 -2.478
H -1.353 1.462 -3.217
H -1.325 -7.815 -2.152
H 0.387 -0.388 7.351
C -2.011 -7.299 -1.498
C 3.768 -0.451 -1.486
H -4.476 1.916 -6.024
C 4.002 -1.738 -0.954
H 3.541 2.399 7.774
H 1.911 7.166 -3.181
H 3.887 -0.590 5.000
H 3.362 -3.176 0.457
C -4.499 0.112 -4.811
C 3.252 -2.169 0.082
N 3.999 0.816 6.548
H -1.608 5.747 -0.044
H -5.347 -0.321 -5.322
C 2.109 -0.091 0.277
C -2.797 1.800 -4.634
N -4.149 -6.942 -0.467
C -2.896 -0.111 -3.188
C 1.508 6.333 -1.244
H -0.317 -6.142 -0.853
C -1.136 6.350 -1.988
H -1.801 -4.732 0.730
C -4.015 1.380 -5.208
C -2.175 -5.571 0.162
H 1.429 1.463 8.638
H -2.366 -0.649 -2.417
H 4.727 -2.370 -1.444
C 3.219 1.415 7.467
H 0.858 5.557 0.627
H -2.299 2.706 -4.947
C -2.297 1.059 -3.553
H -3.824 -8.416 -1.886
C -3.545 -5.949 0.286
C 2.728 0.362 -0.922
C 1.424 -0.109 7.244
C 3.426 -0.221 5.904
N 2.362 -1.360 0.710
C 0.537 5.897 -0.346
C -3.360 -7.595 -1.360
H 1.459 0.481 0.923
C -0.797 5.972 -0.720
H -4.280 -5.395 0.850
H 4.374 -0.148 -2.327
N -4.022 -0.612 -3.776
```

The total energy comes out at -33777.919 eV. For the LUMO energy, the calculation gives 0.0128 hartree. As for the total charge: 0. The orbital gap is 0.3626 Ha. The calculation puts the relative energy (zero: lowest compared OMol25 entry of this formula, charge and spin) at 102.8 kcal/mol. As for the SMILES: c1ccncc1.c1ccncc1.c1ccncc1.c1ccncc1.c1ccncc1.

Copy entry 1 word for word.
C25H25N5 | ωB97M-V/def2-TZVPD

Geometry as XYZ:
```
55
C25H25N5 | the OMol25 dataset | ωB97M-V/def2-TZVPD
C 19.239 -2.063 -16.589
C 21.497 -3.720 -11.900
C 18.369 2.589 -18.402
C 18.968 3.982 -20.709
H 24.105 -1.017 -11.571
N 21.927 -8.072 -18.201
C 23.460 -2.955 -15.915
H 19.988 -0.862 -14.946
C 18.048 -2.344 -17.287
N 17.150 -0.263 -16.545
C 18.257 -0.061 -15.797
C 21.138 -2.489 -12.355
H 18.447 -6.443 -17.848
C 19.559 -8.313 -18.438
H 22.848 -3.481 -19.123
H 26.306 -4.643 -16.722
C 20.507 -6.157 -17.833
H 18.228 0.741 -15.073
H 25.239 -3.576 -14.857
H 21.018 -9.830 -18.903
C 18.520 1.857 -19.530
N 18.611 3.964 -18.324
H 20.069 -2.726 -16.784
C 22.004 -1.363 -12.148
C 20.818 -8.846 -18.504
C 19.383 -6.944 -18.045
C 19.306 -0.989 -15.774
H 20.515 -5.079 -17.782
C 24.620 -4.315 -18.106
C 18.886 2.611 -20.737
C 25.293 -4.291 -16.850
H 18.448 0.780 -19.527
H 19.080 4.460 -21.671
N 23.661 -2.945 -11.294
H 18.703 -8.928 -18.677
H 22.655 -6.185 -17.881
N 22.774 -3.057 -17.080
H 18.938 5.726 -19.342
C 23.372 -3.625 -18.190
H 18.952 2.147 -21.710
C 17.066 -1.448 -17.220
C 24.687 -3.595 -15.785
H 16.116 -1.629 -17.702
H 20.160 -2.462 -12.811
H 23.162 -4.950 -11.547
C 23.274 -1.702 -11.645
H 20.831 -4.569 -11.925
H 22.893 -2.530 -15.100
C 22.791 -3.939 -11.465
C 21.757 -6.785 -17.912
H 21.704 -0.350 -12.371
H 17.914 -3.230 -17.889
C 18.856 4.658 -19.482
H 25.109 -4.753 -18.964
H 18.353 2.123 -17.428
```

The total energy comes out at -33777.917 eV. For the LUMO energy, the calculation gives 0.0202 hartree. As for the total charge: 0. The orbital gap is 0.3689 Ha. The calculation puts the relative energy (zero: lowest compared OMol25 entry of this formula, charge and spin) at 102.8 kcal/mol. As for the SMILES: c1ccncc1.c1ccncc1.c1ccncc1.c1ccncc1.c1ccncc1.

Copy entry 1 word for word.
C25H25N5 | ωB97M-V/def2-TZVPD

Geometry as XYZ:
```
55
C25H25N5 | the OMol25 dataset | ωB97M-V/def2-TZVPD
C 19.239 -2.063 -16.589
C 21.497 -3.720 -11.900
C 18.369 2.589 -18.402
C 18.968 3.982 -20.709
H 24.105 -1.017 -11.571
N 21.927 -8.072 -18.201
C 23.460 -2.955 -15.915
H 19.988 -0.862 -14.946
C 18.048 -2.344 -17.287
N 17.150 -0.263 -16.545
C 18.257 -0.061 -15.797
C 21.138 -2.489 -12.355
H 18.447 -6.443 -17.848
C 19.559 -8.313 -18.438
H 22.848 -3.481 -19.123
H 26.306 -4.643 -16.722
C 20.507 -6.157 -17.833
H 18.228 0.741 -15.073
H 25.239 -3.576 -14.857
H 21.018 -9.830 -18.903
C 18.520 1.857 -19.530
N 18.611 3.964 -18.324
H 20.069 -2.726 -16.784
C 22.004 -1.363 -12.148
C 20.818 -8.846 -18.504
C 19.383 -6.944 -18.045
C 19.306 -0.989 -15.774
H 20.515 -5.079 -17.782
C 24.620 -4.315 -18.106
C 18.886 2.611 -20.737
C 25.293 -4.291 -16.850
H 18.448 0.780 -19.527
H 19.080 4.460 -21.671
N 23.661 -2.945 -11.294
H 18.703 -8.928 -18.677
H 22.655 -6.185 -17.881
N 22.774 -3.057 -17.080
H 18.938 5.726 -19.342
C 23.372 -3.625 -18.190
H 18.952 2.147 -21.710
C 17.066 -1.448 -17.220
C 24.687 -3.595 -15.785
H 16.116 -1.629 -17.702
H 20.160 -2.462 -12.811
H 23.162 -4.950 -11.547
C 23.274 -1.702 -11.645
H 20.831 -4.569 -11.925
H 22.893 -2.530 -15.100
C 22.791 -3.939 -11.465
C 21.757 -6.785 -17.912
H 21.704 -0.350 -12.371
H 17.914 -3.230 -17.889
C 18.856 4.658 -19.482
H 25.109 -4.753 -18.964
H 18.353 2.123 -17.428
```

The total energy comes out at -33777.917 eV. For the LUMO energy, the calculation gives 0.0202 hartree. As for the total charge: 0. The orbital gap is 0.3689 Ha. The calculation puts the relative energy (zero: lowest compared OMol25 entry of this formula, charge and spin) at 102.8 kcal/mol. As for the SMILES: c1ccncc1.c1ccncc1.c1ccncc1.c1ccncc1.c1ccncc1.

Question: Number 2 is which compound?
Answer: C25H25N5